Here is the ion C3H11N2 with charge +1 from the OMol25 dataset. Energies are from ωB97M-V with the def2-TZVPD basis set.

energy above the lowest of the compared OMol25 structures with the same formula, charge and spin	62.9	kcal per mole
energy	-230.08218	hartree
charge	+1
frontier orbital gap	9.5708	eV
SMILES	C[C@@H]([NH3+])CN

Structure (XYZ):
```
16
Properties=species:S:1:pos:R:3:forces:R:3:mulliken_charge:R:1
C 1.428 0.462 0.685 -1.30 -0.74 1.06 -1.18
C 0.317 0.181 -0.342 -1.58 2.58 0.81 -0.02
N 0.866 -0.758 -1.453 -1.23 -4.05 4.78 -0.37
C -1.083 -0.354 0.488 2.01 3.77 -0.24 -0.54
N -1.968 0.811 0.339 3.17 2.07 4.46 -0.54
H 1.236 -0.217 1.583 0.70 0.67 -1.18 0.30
H 1.211 1.487 1.090 0.96 -0.84 -0.59 0.31
H 2.420 0.241 0.264 -0.11 0.78 0.48 0.39
H -0.114 1.188 -0.773 1.20 -2.26 0.21 0.33
H 1.866 -0.792 -1.682 -0.28 0.63 0.05 0.33
H 0.275 -0.933 -2.248 -0.32 0.24 -0.56 0.35
H 0.704 -1.695 -0.742 0.93 2.44 -3.09 0.49
H -1.430 -1.142 -0.067 -1.24 -2.30 -1.00 0.46
H -0.861 -0.592 1.563 0.03 0.00 -1.27 0.28
H -2.853 0.665 0.027 -3.00 -0.83 -0.94 0.18
H -2.013 1.447 1.267 0.07 -2.16 -2.98 0.24
```
Positions in Å, forces in eV/Å.

Here is a cluster of 3 separate species, ClH4NSi in total from the OMol25 dataset. Energies are from ωB97M-V with the def2-TZVPD basis set.

energy above the lowest of the compared OMol25 structures with the same formula, charge and spin	72.1	kcal per mole
energy	-806.78358	hartree
charge	0
frontier orbital gap	10.0704	eV

Structure (XYZ):
```
7
Properties=species:S:1:pos:R:3:forces:R:3:mulliken_charge:R:1
N -0.361 -0.808 -1.224 -0.72 1.59 -0.83 -0.45
Si 0.290 0.679 -1.097 -0.04 -2.74 0.16 0.48
Cl 2.152 0.634 -0.352 0.79 -0.29 0.43 -0.18
H -0.273 -0.857 3.130 -2.42 0.68 -2.60 0.07
H -1.244 -1.060 -1.724 1.08 0.57 0.78 0.22
H 0.311 2.104 -1.217 -1.11 0.87 -0.52 -0.07
H -0.875 -0.692 2.483 2.42 -0.68 2.58 -0.06
```
Positions in Å, forces in eV/Å.

Here is the ion C6H10NO with charge +1 from the OMol25 dataset. Energies are from ωB97M-V with the def2-TZVPD basis set.

energy above the lowest of the compared OMol25 structures with the same formula, charge and spin	146.4	kcal per mole
energy	-364.11398	hartree
charge	+1
frontier orbital gap (alpha / beta)	7.6945 / 7.7067	eV

Structure (XYZ):
```
18
Properties=species:S:1:pos:R:3:forces:R:3:mulliken_charge:R:1
C -2.384 0.860 -0.424 1.36 1.80 3.29 -0.47
C -1.230 -1.482 0.072 -1.93 3.93 -0.77 -0.43
C -2.159 -0.525 -0.092 2.11 -0.51 1.18 0.57
C -3.423 0.074 0.348 -0.91 -1.31 -2.68 -0.52
C 3.024 0.393 0.503 -2.71 -1.95 1.42 -1.00
C 2.216 -0.432 -0.528 -1.91 -1.50 -0.24 -0.29
N 0.799 -0.347 -0.221 -2.61 0.19 0.67 -0.06
O 0.101 -1.430 -0.206 4.26 1.53 -0.88 0.03
H -2.507 1.053 -1.426 -0.81 0.53 -2.17 0.28
H -1.400 -2.415 0.371 -0.90 -3.63 1.27 0.44
H -1.829 1.703 0.121 -0.59 -1.53 -0.82 0.23
H -4.290 -0.233 -0.249 0.21 0.17 0.13 0.23
H -3.681 0.114 1.367 0.29 0.45 1.22 0.29
H 2.699 0.139 1.582 0.00 0.91 -1.76 0.31
H 2.979 1.377 0.182 -0.11 2.10 0.24 0.32
H 3.999 0.068 0.524 2.40 -0.79 -0.54 0.38
H 2.389 -1.537 -0.475 0.78 0.89 -0.96 0.41
H 2.075 0.123 -1.561 1.06 -1.30 1.39 0.28
```
Positions in Å, forces in eV/Å.

Here is an isolated molecule of C3H8N4S from the OMol25 dataset. Energies are from ωB97M-V with the def2-TZVPD basis set.

energy above the lowest of the compared OMol25 structures with the same formula, charge and spin	52.6	kcal per mole
energy	-736.23427	hartree
charge	0
frontier orbital gap	9.4941	eV
SMILES	[H]/N=C(\CN)NNC=S

Structure (XYZ):
```
16
Properties=species:S:1:pos:R:3:forces:R:3:mulliken_charge:R:1
H -2.647 -0.215 -1.696 0.47 0.14 0.45 0.25
N -1.808 -0.736 -1.432 -1.03 0.12 -0.86 -0.69
C -1.164 -0.377 -0.425 1.63 0.37 2.03 0.54
C -1.203 0.846 0.556 -1.89 -0.08 -1.05 -0.65
N -0.259 1.911 0.094 0.77 -2.15 -2.95 -0.57
N -0.114 -1.293 -0.097 1.89 -0.75 -0.82 -0.28
N 1.025 -0.978 0.701 -0.51 -1.89 2.20 -0.22
C 2.189 -0.410 0.324 0.47 -1.51 1.70 -0.10
S 2.608 0.377 -0.988 0.30 0.73 -1.35 -0.29
H -2.349 1.149 0.600 2.51 -0.09 0.03 0.29
H -0.836 0.568 1.545 -0.48 -0.27 -0.03 0.34
H 0.705 1.355 0.031 -2.46 1.92 0.17 0.18
H -0.487 1.980 -0.984 0.70 0.27 2.58 0.34
H 0.195 -1.843 -0.940 -0.65 0.78 1.11 0.34
H 1.246 -1.645 1.558 -1.54 1.71 -2.44 0.28
H 2.899 -0.688 1.151 -0.19 0.72 -0.78 0.25
```
Positions in Å, forces in eV/Å.

> Which of these has the lowest energy?

ClH4NSi

> Which of these has the lowest energy above the lowest of the compared OMol25 structures with the same formula, charge and spin?

C3H8N4S

> Number 4 is which compound?

C3H8N4S